DFT (ωB97M-V/def2-TZVPD) results for 12 unconnected molecules or ions with the total composition C45H117N3O15.

Each line ends with the Mulliken charge.
Cartesian coordinates (Å):
O -7.61408 -5.99973 -1.19713  -0.335
O -0.30514 -4.02485 -2.18338  -0.376
O 5.50284 -0.75397 -1.62103  -0.747
O -0.99974 -0.85954 -7.29886  -0.614
O -1.25030 -1.74188 3.89693  -0.577
O -2.93926 1.78095 -1.63529  -0.148
O 5.31677 2.35356 1.74909  -0.487
O 1.12025 3.83914 0.13569  -0.406
O 8.46373 2.81561 -1.53800  -0.354
O -0.60749 1.45380 -0.11514  -0.031
O -2.73680 0.61493 3.14591  -0.270
O -3.87870 -3.69240 -1.00598  -0.546
O -3.77523 5.61639 5.64699  -0.328
O 1.22594 0.13427 3.87372  0.237
O 2.63137 4.39845 -2.15544  -0.158
N 5.78334 2.09861 -1.16893  0.032
N -5.04486 -6.02405 0.11405  -0.277
N -2.58341 3.11864 4.97416  0.196
C 4.12885 -0.95668 -2.03375  2.980
C -1.29236 0.57323 -5.43575  -0.704
C 9.39880 1.75085 -1.59709  -0.694
C -2.55541 3.67333 6.31369  -0.628
C -1.44285 -2.82219 2.93048  2.632
C 7.60312 2.75134 -2.66569  -0.744
C -0.39874 -0.42927 -6.05138  0.807
C -1.69923 1.61705 3.24612  0.708
C 2.80519 5.04523 -4.41772  -1.549
C 1.00310 0.06915 -6.30187  -0.991
C 0.89261 -6.19760 -2.44715  -1.600
C 3.87595 -1.00540 -3.47044  -1.678
C 3.69616 -2.25610 -1.34830  -1.247
C -3.94852 -6.06373 -0.84807  -0.731
C -2.87437 -3.36297 3.10557  -1.355
C 6.17682 3.09766 -2.14483  -0.458
C 0.97150 -4.78536 -1.94038  0.573
C -5.99253 -7.12887 0.02005  -0.945
C 1.72433 3.26290 2.44541  -0.814
C 4.41854 1.68926 0.82628  0.226
C -4.91463 6.44039 5.62957  -0.795
C -3.78357 4.48982 6.57584  -0.579
C 1.17035 -4.63036 -0.45833  -0.692
C 4.44948 2.31956 -0.52210  -0.679
C -4.28006 1.22692 -1.68867  0.688
C -1.52669 2.18033 4.64291  -0.943
C -5.41506 2.20912 -1.47584  -1.365
C -3.17164 -2.52921 -0.82247  0.629
C 2.09960 5.60725 1.30453  -1.631
C -3.05979 -4.79845 -0.67364  0.215
C -4.06360 1.11036 2.99447  -0.818
C -6.78934 -7.12760 -1.26219  -0.460
C -0.28387 0.05067 -0.35373  1.658
C 1.22597 4.35940 1.44746  0.550
C 1.68337 -0.68418 6.11846  -1.470
C 0.80029 3.71236 -3.71503  -1.092
C -4.44544 0.52701 -3.00823  -1.274
C 1.01638 -0.31308 0.30108  0.480
C 3.24388 -1.11291 4.17583  -1.007
C -8.16139 -5.71454 -2.45178  -0.713
C 2.30146 -0.16706 4.82106  0.577
C 1.81419 4.73119 -3.30847  0.833
C 5.36816 1.62223 2.95846  -0.416
C -0.39074 -3.89391 3.13883  -1.547
C -0.15309 -0.08845 -1.83654  -0.390
H 1.22499 5.63390 -2.97416  0.193
H 6.18311 4.12977 -1.78504  0.426
H -2.27209 0.13036 -5.20634  0.165
H 3.89809 -2.23181 -0.30788  0.342
H -0.57799 -4.69969 2.44084  0.317
H -2.43730 2.80809 7.01538  0.319
H 4.22027 -3.09114 -1.76407  0.536
H 1.10523 -1.39124 0.26375  -0.503
H 1.75447 6.16988 0.46480  0.396
H 4.40713 -1.79199 -3.95805  0.416
H -4.37222 1.74841 3.81913  0.224
H -2.96086 2.54401 -2.20360  0.131
H 0.20523 4.65126 1.75536  0.235
H -4.21275 -5.94387 -1.92396  0.230
H 5.86749 0.67039 2.76447  0.392
H 5.44704 3.13537 -2.98774  0.091
H 0.56223 -0.56877 3.94527  -0.207
H 2.07506 -5.13970 -0.21483  0.575
H -2.34460 -2.36183 -1.54283  0.060
H 0.55583 3.05376 0.18413  -0.014
H -1.47143 1.37629 -6.17650  0.402
H 0.11303 -6.70996 -1.89862  0.277
H -2.24750 -4.86064 -1.35999  0.287
H 1.57693 0.20827 -5.36254  0.024
H -5.48270 6.49193 6.56813  0.313
H -1.64553 1.33624 5.29189  0.388
H 1.14391 -1.59084 5.87470  0.276
H 3.64128 -0.73510 3.23286  0.039
H 4.28198 3.40703 -0.37013  0.261
H 8.89573 0.78022 -1.58693  0.272
H -3.32347 -6.95039 -0.69383  0.404
H 5.88709 2.23649 3.71046  0.314
H -0.50447 2.53945 4.74483  0.341
H 4.81467 0.66191 0.83843  0.445
H 2.81331 -1.13415 -3.68090  0.205
H -2.66197 -2.48765 0.16232  -0.325
H -2.62421 3.85559 4.30782  0.218
H 1.47030 -0.69686 -6.96455  0.333
H 1.74513 -4.26206 -2.51471  0.369
H 2.75724 3.00022 2.44886  0.242
H -4.64101 0.21350 2.98706  0.313
H 4.39162 1.35399 3.27025  -0.230
H 6.43244 2.14132 -0.41459  0.288
H 0.16634 3.48581 -2.84102  0.213
H 2.27354 5.44784 -5.29522  0.427
H -1.08541 -0.55291 0.07002  -0.677
H -6.39616 1.73425 -1.57721  0.376
H 3.39676 4.16136 -4.67826  0.271
H 9.98287 1.73642 -2.51129  0.325
H 7.81600 3.45650 -3.46765  0.376
H -6.11907 -7.07529 -2.14752  0.297
H -0.86563 0.99160 -4.53648  -0.069
H -5.43772 0.06178 -2.99951  0.479
H -3.85036 -1.68479 -0.93872  -0.084
H 3.67438 2.00513 -1.17166  0.252
H -5.55856 -5.20003 -0.08789  0.298
H -1.88503 2.42054 2.53480  0.488
H -7.41978 -7.98916 -1.45384  0.538
H 2.79730 -2.11113 3.90835  0.205
H -6.59250 -7.13757 0.92808  0.363
H -1.28694 -2.32203 1.97738  -1.299
H 1.12342 2.36509 2.18440  -0.114
H -5.24328 2.98158 -2.23004  0.348
H 3.39430 1.66631 1.19889  -0.114
H -1.73372 -1.45411 -7.15826  0.340
H 4.07983 -0.04040 -3.96778  0.393
H -0.83310 1.01280 3.00795  -0.981
H 7.63897 1.72896 -3.06359  0.354
H -3.06393 -3.71267 4.13567  0.334
H 1.85678 0.18906 -0.17142  -0.444
H -3.70358 -0.25623 -3.10358  0.197
H 2.48515 -0.90058 6.80807  0.487
H -4.65077 7.47433 5.38241  0.240
H -5.20098 2.61221 -0.48973  0.356
H -1.90563 -1.06822 3.74619  0.178
H -4.43577 1.17063 -3.91353  0.357
H -0.49236 -4.09734 -3.10431  0.203
H -3.58912 -2.59830 2.85464  0.297
H 1.24872 2.75175 -4.03358  0.034
H -8.74200 -4.81459 -2.37339  0.255
H -1.64485 4.27468 6.41988  0.360
H 2.61012 -2.37694 -1.49427  -0.338
H -0.50026 -4.18043 4.17167  0.431
H 1.49343 3.60204 3.43690  0.580
H -1.49376 1.60784 -0.49333  0.101
H -8.74351 -6.60283 -2.76152  0.294
H 1.02453 0.07469 6.52671  0.291
H -4.20375 1.66823 2.07063  0.182
H 3.09163 5.24288 1.08417  0.291
H 3.51527 -0.16049 -1.63536  -1.267
H 1.20104 -3.57712 -0.19435  -0.344
H -2.68511 -4.69288 0.36146  -0.331
H -3.09281 -4.15279 2.41913  0.478
H 1.08943 -0.10338 1.35988  -0.290
H -4.62329 3.79438 6.41089  0.255
H -7.35139 -5.45690 -3.16463  0.290
H -3.85422 5.02318 7.57572  0.433
H 2.09114 6.22522 2.21569  0.431
H 0.73748 -6.06181 -3.50836  0.456
H -0.02531 -1.14408 -2.18153  0.116
H -5.69001 6.00812 5.01001  0.312
H -0.36769 -1.23015 -5.33496  0.005
H 1.08128 1.03830 -6.82633  0.328
H 0.22601 4.10720 -4.51290  0.592
H -1.05851 0.26820 -2.36056  -0.251
H -5.40891 -8.03311 0.00093  0.394
H 0.63178 0.61081 -2.15941  0.083
H 2.91150 0.74976 4.90588  0.280
H -4.14948 0.48774 -0.90679  -0.063
H 0.59393 -3.48615 2.93084  0.248
H 0.22683 -4.91175 0.03793  0.155
H 3.48762 5.85278 -4.16014  0.384
H 4.08645 -1.25595 4.89051  0.432
H 2.08562 4.11177 -1.41420  0.116
H 10.10644 1.83374 -0.75231  0.235
H 1.87557 -6.60336 -2.22400  0.415
H 5.65766 0.20338 -1.69823  0.284

Forces on the atoms, in the same order (eV/Å):
O 0.0 0.7 0.0
O 1.5 -0.8 0.9
O -0.9 0.0 -0.9
O 1.1 0.2 0.0
O 1.2 -1.4 0.2
O -0.9 0.4 0.3
O -0.9 0.5 -0.5
O -0.1 -0.5 -0.3
O 0.5 -0.3 -0.6
O 0.1 -0.4 0.5
O 0.0 0.9 0.0
O -0.1 -0.7 0.1
O 0.3 -0.7 0.1
O 0.6 0.2 0.6
O -0.1 -0.4 -1.2
N -1.4 0.0 0.0
N 0.4 -0.7 -0.4
N -0.5 -0.5 0.2
C 0.7 -0.9 2.4
C -1.2 1.2 -0.4
C 0.4 -0.1 0.6
C 1.4 -0.6 0.2
C -0.7 0.9 0.7
C -1.8 0.1 0.7
C -0.5 0.0 -0.4
C -0.4 -0.8 0.3
C -0.4 0.7 -0.4
C 0.8 -0.3 -0.7
C 0.3 1.2 0.6
C -0.5 1.2 -1.8
C -1.0 0.8 -0.9
C 0.8 1.4 0.0
C 0.6 0.3 0.2
C 0.2 -0.3 -1.2
C -1.4 1.9 -0.1
C 0.8 -0.5 -0.3
C -1.7 0.5 -1.1
C 0.9 -1.0 0.8
C -0.7 -0.3 0.8
C -0.7 1.7 0.3
C -1.2 0.7 -0.5
C 1.9 1.6 0.1
C 0.8 -0.8 -0.6
C -0.7 -0.1 -0.3
C 1.5 0.0 0.4
C 1.1 1.6 0.1
C -0.2 -0.9 1.0
C -1.4 -1.3 0.6
C 0.6 -0.1 0.4
C 0.1 0.4 -0.1
C -0.2 1.2 0.2
C 0.3 0.2 0.5
C 0.7 0.7 -0.8
C 0.4 -1.5 1.3
C -0.7 -0.5 -0.5
C 0.0 0.0 0.6
C 0.9 -1.9 -0.1
C 0.5 -0.2 -0.3
C -1.2 0.5 -1.1
C 0.8 1.3 1.4
C 1.1 0.4 -0.7
C -0.5 1.1 -0.2
C -0.8 -0.5 -1.4
H 0.6 -0.4 -0.7
H 0.1 0.1 0.4
H 0.2 0.1 0.1
H 0.2 0.2 1.1
H 0.0 -0.4 0.1
H -0.4 0.8 -0.3
H 0.3 -0.6 -0.4
H 0.4 -0.3 -0.4
H -0.3 0.5 -0.5
H 0.5 -0.5 -0.4
H 0.1 0.0 0.2
H 0.4 0.7 -0.4
H 0.3 0.0 0.2
H -0.3 -0.7 0.4
H 0.4 -0.1 0.3
H 0.5 -0.3 0.4
H -0.1 -0.1 0.0
H 0.4 -0.4 0.9
H -0.3 -0.4 0.0
H -0.1 -0.3 -0.3
H 0.1 -0.2 0.4
H -0.2 -0.4 -0.3
H 0.8 0.0 -0.4
H -0.4 -0.4 -0.5
H 0.7 0.0 0.6
H 0.2 -0.6 0.7
H -0.3 -0.2 0.2
H 0.0 0.2 0.1
H 0.0 -0.3 -0.1
H -0.1 0.0 0.3
H -0.2 0.0 -0.1
H -0.2 -0.4 -0.3
H 0.3 0.3 0.1
H -0.5 -0.2 -0.6
H -0.2 -0.3 0.2
H -0.5 0.0 -0.1
H 0.0 0.7 -0.5
H 0.1 0.6 0.6
H 0.1 0.0 0.2
H 0.8 0.2 -0.4
H -0.8 -0.5 -0.2
H -1.2 0.0 0.6
H 0.8 0.0 0.5
H -0.1 0.1 -0.4
H 0.1 -0.5 0.1
H -0.2 -0.2 0.0
H 0.3 0.2 0.1
H -0.2 0.1 0.0
H 0.2 0.4 -0.4
H 0.6 0.2 0.0
H -0.1 0.1 0.4
H 0.1 0.2 0.3
H 0.1 -0.2 -0.1
H -0.1 0.0 0.2
H -0.9 -0.6 -0.5
H -0.5 1.1 0.1
H 0.1 0.0 -0.4
H -0.1 -0.7 0.4
H 0.2 0.8 0.6
H -0.3 0.0 -0.2
H -0.3 -0.3 -0.6
H 0.4 0.3 0.6
H -0.5 0.2 0.1
H 0.0 0.0 0.2
H -0.2 -0.1 0.4
H 0.4 -0.3 0.2
H 0.5 0.5 -0.3
H -0.3 0.2 -0.1
H 0.3 0.2 -0.4
H 0.1 -0.1 -0.2
H 0.2 -0.1 -0.2
H 0.1 -0.2 0.5
H 0.1 -0.4 -0.3
H -0.7 0.4 0.2
H -0.7 0.6 -0.3
H 0.2 0.0 0.7
H -0.3 0.0 -1.2
H -0.3 0.6 0.1
H 0.0 0.4 0.0
H -0.7 0.2 0.1
H 0.0 0.3 0.4
H 0.4 -0.1 0.0
H 0.3 -0.6 0.3
H -0.3 0.0 0.7
H 0.3 0.0 0.0
H 0.0 0.6 -0.4
H -0.2 -0.1 0.2
H 0.2 0.0 -0.3
H 0.5 0.2 0.0
H -0.2 0.4 0.4
H 0.6 0.2 -0.1
H -0.1 -0.1 -0.3
H 0.0 -0.8 -0.4
H -0.3 0.4 0.4
H -0.2 0.6 0.0
H -0.3 -0.5 0.0
H 0.2 -1.3 -0.7
H 0.1 -0.2 -0.3
H -0.2 -0.9 -0.4
H 0.4 0.7 0.3
H 0.0 0.2 -1.0
H 0.3 -1.0 0.1
H -0.5 -0.4 0.1
H -0.8 0.3 -0.8
H 0.2 -0.2 0.4
H 0.3 -0.6 0.3
H 0.2 -0.5 -0.1
H -0.8 0.1 0.5
H -0.8 -0.3 0.3
H 0.2 0.0 0.2
H 0.6 -0.8 0.1
H 0.1 -0.1 0.4
H -0.3 -0.2 -0.6
H -0.4 0.1 0.3
H -0.5 0.0 -0.3
H 0.0 -0.6 -0.3
H 0.3 0.3 0.2

Values from the calculation:
Gap between HOMO and LUMO: 8.98 eV
Structure (SMILES): COCCNCCOC.COCCNCCOC.COCCNCCOC.CC(C)O.CC(C)O.CC(C)O.CC(C)O.CC(C)O.CC(C)O.CC(C)O.CC(C)O.CC(C)O
2S+1: 1
Strongest force on any atom: 2.7 eV Å⁻¹
ΔE to the lowest compared entry with this formula, charge and spin: 144.8 kJ/mol